{
  "formula": "C22H27AsBrN6O4S6SiYb",
  "method": "ωB97M-V with the def2-TZVPD basis set",
  "elements": ["Yb", "C", "Si", "C", "C", "C", "C", "C", "C", "N", "C", "S", "H", "H", "H", "H", "H", "H", "H", "H", "H", "H", "H", "H", "O", "C", "O", "C", "C", "N", "N", "C", "C", "O", "O", "H", "H", "H", "S", "As", "S", "S", "S", "S", "C", "N", "C", "C", "C", "N", "H", "H", "H", "H", "H", "H", "H", "H", "Br", "C", "C", "C", "C", "N", "C", "H", "H", "H", "H"],
  "coordinates": [[1.10, 0.81, -0.92], [-5.43, -2.74, -2.50], [-4.81, -1.01, -2.94], [-5.31, -0.68, -4.73], [-5.78, 0.19, -1.90], [-2.94, -1.10, -2.91], [-2.38, -1.94, -3.86], [-1.01, -2.16, -3.90], [-0.24, -1.48, -2.98], [-0.74, -0.65, -2.06], [-2.07, -0.47, -1.98], [-2.69, 0.51, -0.69], [-6.51, -2.82, -2.58], [-5.15, -2.97, -1.47], [-4.98, -3.49, -3.14], [-6.40, -0.63, -4.81], [-4.96, -1.46, -5.41], [-4.90, 0.27, -5.07], [-6.84, 0.07, -2.15], [-5.49, 1.22, -2.10], [-5.63, 0.02, -0.84], [-3.02, -2.44, -4.58], [-0.55, -2.81, -4.63], [0.84, -1.56, -3.00], [0.07, -4.33, 3.67], [0.77, -3.97, 2.53], [1.70, -4.68, 2.16], [0.26, -2.77, 1.85], [-1.08, -2.46, 1.64], [-1.12, -1.30, 0.98], [0.10, -0.83, 0.75], [0.96, -1.70, 1.25], [2.42, -1.32, 1.14], [3.22, -1.83, 1.91], [2.63, -0.43, 0.26], [-0.53, -3.60, 3.88], [-1.98, -3.01, 1.87], [-1.91, -0.75, 0.56], [3.39, 3.51, -4.35], [2.36, 2.36, -2.91], [2.76, 2.94, -0.82], [0.18, 2.44, -2.95], [2.78, 0.21, -2.95], [2.34, 2.07, 3.14], [3.89, 1.40, 3.00], [4.60, 1.52, 1.88], [5.78, 0.73, 1.59], [6.56, 0.53, 2.88], [5.64, -0.09, 3.91], [4.47, 0.77, 4.05], [4.08, 1.88, 1.07], [6.37, 1.27, 0.84], [5.49, -0.23, 1.17], [6.93, 1.49, 3.25], [7.42, -0.12, 2.70], [6.12, -0.18, 4.88], [5.33, -1.09, 3.57], [3.82, 0.58, 4.80], [-1.86, 2.45, 4.38], [-1.25, 3.01, 2.67], [-1.33, 4.33, 2.29], [-0.87, 4.67, 1.03], [-0.36, 3.68, 0.21], [-0.27, 2.40, 0.60], [-0.71, 2.07, 1.81], [-1.73, 5.08, 2.97], [-0.91, 5.69, 0.68], [0.00, 3.89, -0.79], [-0.62, 1.04, 2.11]],
  "mulliken_spin": [1.011, 0.000, 0.000, 0.000, 0.000, 0.000, 0.000, 0.000, 0.000, -0.002, 0.001, 0.000, 0.000, 0.000, 0.000, 0.000, 0.000, 0.000, 0.000, 0.000, 0.000, 0.000, 0.000, 0.000, 0.000, 0.000, 0.000, 0.000, 0.000, 0.000, -0.002, -0.001, 0.000, 0.000, 0.000, 0.000, 0.000, 0.000, 0.000, -0.001, -0.001, 0.000, -0.001, 0.000, 0.000, 0.000, 0.000, 0.000, 0.000, 0.000, 0.000, 0.000, 0.000, 0.000, 0.000, 0.000, 0.000, 0.000, 0.000, 0.000, 0.000, 0.000, 0.000, -0.003, 0.000, 0.000, 0.000, 0.000, 0.000],
  "homo_ev": [-2.2, -2.2],
  "gap_ha": [0.2150, 0.2151],
  "de_lowest_ev": 0.162,
  "multiplicity": 2,
  "charge": -2
}